*1*
{
  "formula": "H7NP2Si",
  "method": "the ωB97M-V functional and the def2-TZVPD basis",
  "symbols": ["N", "Si", "P", "P", "H", "H", "H", "H", "H", "H", "H"],
  "xyz": [[0.7071, 0.9749, 1.7268], [1.5571, 0.5338, 0.2848], [-0.3466, -0.0426, 2.5825], [-1.5344, -0.8291, -2.2359], [0.9375, 1.8869, 2.1730], [1.6397, 1.6284, -0.5618], [1.0271, -0.8232, -0.1237], [-0.9942, -0.3808, 1.3177], [-1.9431, -0.5866, -1.0554], [-0.2780, -0.4254, -2.2298], [-0.7722, -1.9362, -1.8784]],
  "homo_lumo_gap_ev": [7.3, 6.7],
  "lumo_energy_ev": [-0.44, -0.56],
  "multiplicity": 1
}

---

*2*
{
  "formula": "H7NP2Si",
  "method": "the ωB97M-V functional and the def2-TZVPD basis",
  "symbols": ["N", "Si", "P", "P", "H", "H", "H", "H", "H", "H", "H"],
  "xyz": [[0.0455, 1.0773, 0.5680], [-0.2540, -0.4356, 0.0934], [1.8824, 2.1170, -2.5280], [-1.4178, -1.8184, 1.6793], [0.9809, 1.4195, 0.9984], [-1.3553, -0.9805, -0.7727], [0.7871, -1.3673, 0.1029], [0.5335, 2.3688, -3.1543], [1.4986, 1.3405, -1.4418], [-2.6839, -1.1090, 1.8061], [-0.7862, -1.0869, 2.6294]],
  "homo_lumo_gap_ev": [3.5, 3.0],
  "lumo_energy_ev": [-3.95, -4.23],
  "multiplicity": 1
}

---

*3*
{
  "formula": "H7NP2Si",
  "method": "the ωB97M-V functional and the def2-TZVPD basis",
  "symbols": ["N", "Si", "P", "P", "H", "H", "H", "H", "H", "H", "H"],
  "xyz": [[-0.7528, 0.6678, 0.1675], [0.4918, -0.4983, -0.1685], [-2.4659, 0.3665, 0.0672], [2.3865, 0.6823, -0.0228], [-0.7647, 1.6239, -0.1079], [0.1069, -1.4285, 1.0081], [0.5746, -1.0801, -1.4032], [-2.3289, -1.1808, 0.1415], [-2.5799, 0.0596, -1.3618], [3.2123, -0.3904, 0.4574], [2.1201, 1.1781, 1.2227]],
  "smiles": "PN[SiH2]P",
  "homo_lumo_gap_ev": 10.2,
  "lumo_energy_ev": 0.76,
  "multiplicity": 1
}

---

Last place for stability: *2*

---

*1*
{
  "formula": "C2H4Cl3OP",
  "method": "the ωB97M-V functional and the def2-TZVPD basis",
  "symbols": ["C", "C", "O", "P", "Cl", "Cl", "Cl", "H", "H", "H", "H"],
  "xyz": [[0.1609, -0.3191, -0.3981], [-1.2229, 0.0392, -0.0490], [0.5877, -1.5110, 0.0782], [1.2951, 1.3897, 0.1873], [-1.2651, 0.3467, 1.7603], [-1.8061, 1.5224, -0.7213], [-2.3600, -1.3116, -0.4267], [0.2440, -0.2127, -1.5178], [0.2458, -1.7464, 0.9186], [2.1291, 1.0960, -0.8408], [1.9914, 0.7069, 1.0094]],
  "smiles": "O[C@H](P)C(Cl)(Cl)Cl",
  "homo_lumo_gap_ev": 10.0,
  "lumo_energy_ev": 0.50,
  "multiplicity": 1
}

---

*2*
{
  "formula": "C2H4Cl3OP",
  "method": "the ωB97M-V functional and the def2-TZVPD basis",
  "symbols": ["C", "C", "O", "P", "Cl", "Cl", "Cl", "H", "H", "H", "H"],
  "xyz": [[0.3218, 0.1326, -0.0152], [-0.8816, -0.5041, 1.0984], [-1.5415, -2.0838, -0.9854], [-1.2779, -2.1863, 0.4420], [-0.2199, -0.5689, 2.7591], [-2.8839, -2.8036, 1.5483], [0.2033, -3.4526, 1.0095], [-0.1772, 0.2741, -0.9615], [1.0370, -0.6097, 0.0703], [0.6027, 1.1299, 0.5184], [-1.7930, 0.1213, 1.0719]],
  "smiles": "C[C@H](Cl)P(=O)(Cl)Cl",
  "homo_lumo_gap_ev": 11.2,
  "lumo_energy_ev": 0.36,
  "multiplicity": 1
}

---

Last place for stability: *1*